# C38H104N8O10

10 unconnected molecules or ions with the total composition C38H104N8O10 in a non-equilibrium geometry (wB97M-V/def2-TZVPD, OMol25).

Geometry as XYZ:
```
160
C38H104N8O10, DFT wB97M-V/def2-TZVPD
C 1.1284 -3.8751 0.8738
C 0.6225 -5.3074 1.0136
C 1.1574 -5.8634 2.3317
O -0.8412 -5.1627 0.9996
H 2.2172 -3.8238 0.8733
H 0.8931 -3.2566 1.7400
H 0.7485 -3.2713 0.0497
H 0.9806 -5.8246 0.1234
H 2.2433 -5.8453 2.2385
H 0.7332 -6.8574 2.4740
H 0.9529 -5.3457 3.2689
H -1.0696 -4.5753 1.7237
C 0.6131 -4.3472 -3.4699
C 0.9758 -5.8102 -3.8301
C 2.0131 -6.3288 -2.8608
O -0.1348 -6.6730 -3.8445
H 1.4640 -3.7523 -3.8019
H 0.6364 -4.1797 -2.3931
H -0.3474 -4.0818 -3.9116
H 1.3184 -5.8642 -4.8635
H 2.1245 -7.3940 -3.0635
H 1.6938 -6.2619 -1.8208
H 2.9264 -5.7481 -2.9908
H -0.6926 -6.5582 -3.0716
C 5.0883 -1.3655 -0.4817
C 6.2609 -0.4780 0.0386
C 6.2357 -0.0680 1.5758
O 5.2554 0.8807 1.8794
C 4.9309 1.2119 3.2402
N 7.4735 -1.2132 -0.3078
H 4.1484 -0.9361 -0.1347
H 5.1697 -2.3955 -0.1344
H 5.0518 -1.4694 -1.5661
H 6.3478 0.4235 -0.5679
H 7.1873 0.3218 1.9372
H 6.0084 -0.9844 2.1203
H 4.4525 2.1907 3.2065
H 5.8142 1.1582 3.8766
H 4.2323 0.4631 3.6135
H 8.3053 -0.6561 -0.1739
H 7.5841 -1.9991 0.3169
C -4.8383 1.1806 1.4456
C -3.6064 1.9356 0.9688
C -3.8473 2.4810 -0.4265
O -3.9462 1.4135 -1.4548
C -4.2678 1.9468 -2.7869
N -3.2368 3.0212 1.8408
H -4.7187 0.7756 2.4505
H -5.0896 0.3475 0.7891
H -5.6896 1.8568 1.5244
H -2.7910 1.2225 0.8481
H -3.0127 3.0785 -0.7934
H -4.7112 3.1445 -0.4646
H -3.5003 2.6447 -3.1217
H -5.2447 2.4301 -2.7805
H -4.3495 1.0891 -3.4545
H -3.8595 3.7933 1.6506
H -2.3725 3.3968 1.4774
C -0.3354 5.8758 0.7928
C 0.2441 4.6623 0.0776
C 1.7656 4.5779 0.0795
O 2.1749 3.3220 -0.4818
C 3.4802 3.3821 -1.1314
N -0.1345 3.5231 0.8506
H -0.1786 6.7860 0.2139
H 0.1926 5.9641 1.7423
H -1.4078 5.7951 0.9703
H -0.2236 4.7140 -0.9056
H 2.1622 4.5674 1.0947
H 2.2945 5.4024 -0.3985
H 3.8927 2.4106 -1.4038
H 4.1597 3.9652 -0.5098
H 3.2763 3.9381 -2.0465
H 0.0369 3.7901 1.8094
H 0.5850 2.8338 0.6853
C 2.2863 5.1876 4.4034
C 1.8682 3.7623 4.0917
C 2.1824 2.8297 5.3255
O 3.5821 2.6830 5.6339
C 3.7604 1.8106 6.6671
N 0.4396 3.8167 3.9024
H 3.3187 5.1773 4.7527
H 1.6540 5.6586 5.1561
H 2.1878 5.8302 3.5285
H 2.4230 3.4874 3.1947
H 1.8544 1.8063 5.1435
H 1.6582 3.1339 6.2315
H 3.2474 2.1948 7.5488
H 4.8374 1.8195 6.8347
H 3.4791 0.7815 6.4439
H 0.0020 2.9102 3.8189
H 0.0225 4.1585 4.7564
C 0.2477 -0.9754 3.9770
C -1.0688 -0.3690 3.4316
C -2.1615 -0.2893 4.5017
O -2.8097 -1.5097 4.9120
C -3.9632 -1.3062 5.8026
N -0.7344 0.9389 2.8797
H 0.0116 -2.0126 4.2148
H 0.5197 -0.5520 4.9438
H 1.0589 -0.8529 3.2593
H -1.4477 -0.9902 2.6200
H -2.9898 0.2831 4.0840
H -1.7387 0.2506 5.3490
H -3.6539 -0.7804 6.7059
H -4.4598 -2.2385 6.0715
H -4.6975 -0.6180 5.3838
H -0.1549 0.7578 2.0725
H -1.5600 1.4162 2.5470
C -0.7181 -0.9342 -1.9800
C -0.5803 0.0884 -0.8378
C 0.9444 0.1170 -0.3639
O 1.0374 0.8255 0.8939
C 2.3244 0.8580 1.4510
N -1.0944 1.3690 -1.2571
H -0.2061 -1.8786 -1.7957
H -0.2823 -0.6138 -2.9263
H -1.7829 -1.1554 -2.0543
H -1.1841 -0.1508 0.0376
H 1.5655 0.5360 -1.1555
H 1.3175 -0.8777 -0.1200
H 3.0654 1.3629 0.8313
H 2.6637 -0.1636 1.6226
H 2.3691 1.3088 2.4423
H -2.1041 1.3456 -1.2611
H -0.8330 1.9790 -0.4957
C 1.3766 3.0317 -3.7813
C 0.5387 2.2910 -4.8041
C 1.1003 0.8412 -5.2024
O 0.2457 0.0834 -6.0784
C 0.8886 -1.0745 -6.5058
N -0.7242 2.0928 -4.1353
H 0.9284 3.9679 -3.4485
H 2.3413 3.1882 -4.2639
H 1.5136 2.4557 -2.8662
H 0.4122 2.8525 -5.7298
H 1.2525 0.1838 -4.3464
H 2.0885 0.9823 -5.6403
H 0.2924 -1.6388 -7.2229
H 1.0917 -1.7156 -5.6480
H 1.8598 -0.8523 -6.9479
H -1.0811 1.2253 -4.5097
H -0.4292 1.8552 -3.1990
C -5.3851 -4.1974 -4.9846
C -6.6937 -3.9129 -4.2338
C -6.5904 -2.5673 -3.4674
O -5.7186 -2.6932 -2.3728
C -5.1496 -1.5167 -1.8093
N -7.6310 -3.7729 -5.2714
H -4.6335 -4.3728 -4.2148
H -5.0818 -3.3489 -5.5978
H -5.4905 -5.0463 -5.6601
H -6.9182 -4.7003 -3.5143
H -7.5694 -2.2493 -3.1090
H -6.3212 -1.8964 -4.2832
H -4.4442 -1.3030 -2.6123
H -4.6703 -1.8195 -0.8783
H -5.7558 -0.6297 -1.6255
H -7.6142 -4.6368 -5.7944
H -8.5381 -3.6671 -4.8401
```

Calculated values
Frontier orbital gap ... 0.33708 Ha
Energy relative to the best compared isomer or geometry (same formula, charge and spin) ... 120.9 kJ/mol